(1)
{
  "formula": "C7H7BrN3OS",
  "method": "wB97M-V/def2-TZVPD",
  "orbital_gap_ev": 7.669,
  "smiles": "C[S@@](=O)(=[NH+]C#N)c1ccc(Br)cn1",
  "e_above_lowest_kj_mol": 311.6,
  "total_energy_ev": -94756.3128,
  "fmax_ev_per_a": 4.19,
  "homo_ev": -13.63,
  "total_charge": 1,
  "species": ["C", "C", "C", "C", "C", "C", "C", "N", "N", "N", "O", "S", "Br", "H", "H", "H", "H", "H", "H", "H"],
  "xyz": [[-0.4851, -2.6977, -0.0699], [2.9113, -0.2161, 1.4639], [1.4706, -0.2780, 1.5462], [2.5588, 0.4915, -0.8266], [3.4488, 0.1398, 0.2281], [0.7041, 0.1772, 0.4785], [-1.9496, 0.5795, -0.9972], [0.4543, -3.2480, -0.4374], [1.2779, 0.4731, -0.6764], [-1.5621, -1.9803, 0.1063], [-1.8425, 0.4567, 1.5300], [-1.1272, -0.0136, 0.3968], [5.2743, 0.1752, -0.0466], [3.5566, -0.7327, 2.0813], [0.9763, -0.5630, 2.5428], [3.0396, 0.7751, -1.8343], [-2.0177, -0.2602, -1.7593], [-1.5912, 1.4818, -1.5074], [-2.9745, 0.7696, -0.8564], [-2.2445, -2.3756, 0.7474]],
  "forces_ev_per_angstrom": [[0.7, -0.5, -0.8], [-2.8, -0.1, -3.0], [-0.1, 0.1, 2.6], [2.3, 0.5, -1.1], [-1.1, 0.4, 0.3], [1.2, -1.0, -0.7], [0.9, -1.0, -4.0], [0.8, -0.4, 0.2], [-1.9, 0.4, -0.8], [-0.3, 3.1, 0.3], [0.2, 0.0, 1.1], [-0.8, -2.2, 0.7], [0.2, -0.1, -0.1], [0.9, -0.5, 2.1], [0.8, 0.2, -1.7], [-1.2, -0.5, 1.6], [0.7, 0.9, 0.8], [0.7, -0.3, 0.5], [-1.3, 0.1, 1.5], [-0.1, 0.6, 0.5]]
}

***

(2)
{
  "formula": "C5H11N4",
  "method": "wB97M-V/def2-TZVPD",
  "orbital_gap_ev": 9.712,
  "smiles": "Cn1cc[nH]/c1=[N+](\\C)N",
  "e_above_lowest_kj_mol": 100.5,
  "total_energy_ev": -11316.8059,
  "fmax_ev_per_a": 4.53,
  "homo_ev": -12.42,
  "total_charge": 1,
  "species": ["C", "C", "C", "C", "C", "N", "N", "N", "N", "H", "H", "H", "H", "H", "H", "H", "H", "H", "H", "H"],
  "xyz": [[-1.1727, -1.9163, 1.4867], [0.1587, -2.1003, 1.3771], [-0.4034, -0.2416, 0.2202], [2.0979, -1.0057, 0.2773], [-1.5757, 1.6271, -0.7564], [-1.4941, -0.7782, 0.7707], [0.7028, -1.1138, 0.6031], [0.8624, 1.2904, -1.0484], [-0.3491, 0.8843, -0.4958], [-1.9144, -2.4794, 2.0109], [0.7757, -2.8735, 1.7877], [2.6486, -0.5443, 1.0999], [2.4918, -2.0076, 0.1080], [2.2261, -0.4011, -0.6173], [-2.2455, 1.0647, -1.4135], [-2.0902, 1.8683, 0.1742], [-1.3148, 2.5615, -1.2495], [-2.4338, -0.4336, 0.6539], [0.8144, 1.3243, -2.0643], [1.1371, 2.2056, -0.6963]],
  "forces_ev_per_angstrom": [[0.6, -0.5, 0.3], [-0.7, -0.3, 0.3], [3.2, -2.2, 0.9], [0.9, 0.1, -0.2], [-0.2, 0.0, -0.1], [0.0, 0.4, -0.3], [-3.5, 2.6, -1.2], [0.2, 0.2, -0.2], [-0.2, 0.3, -0.1], [-0.1, -0.1, 0.1], [0.1, -0.1, 0.1], [0.0, 0.0, -0.1], [0.0, 0.0, 0.0], [0.0, -0.3, 0.3], [0.0, 0.0, 0.0], [0.0, 0.0, 0.1], [0.0, -0.1, 0.1], [0.1, 0.1, 0.0], [-0.1, -0.1, 0.2], [-0.2, -0.2, 0.0]]
}

***

(3)
{
  "formula": "C3H5O2",
  "method": "wB97M-V/def2-TZVPD",
  "orbital_gap_ev": 9.602,
  "e_above_lowest_kj_mol": 119.2,
  "total_energy_ev": -7277.4865,
  "fmax_ev_per_a": 4.41,
  "homo_ev": -14.72,
  "total_charge": 1,
  "species": ["C", "C", "C", "O", "O", "H", "H", "H", "H", "H"],
  "xyz": [[0.1899, 2.1886, -0.3106], [1.2968, -0.9202, -0.3965], [0.3913, -1.9526, -0.2059], [2.0762, -0.1563, -0.4352], [-0.2430, 1.0887, -0.0502], [-0.3584, 3.2152, -0.1057], [1.2659, 2.2816, -0.5193], [0.3712, -2.6874, -0.9441], [-0.6411, -1.3493, -0.1942], [0.4903, -2.3942, 0.8086]],
  "forces_ev_per_angstrom": [[-0.1, 1.3, 1.7], [-0.9, -1.4, 0.6], [-3.6, 1.5, 2.0], [2.5, 2.0, -0.5], [-0.6, 0.5, -0.5], [0.5, -2.1, -0.7], [0.0, 0.2, -0.6], [0.2, -1.1, -1.5], [1.8, -1.3, -0.1], [0.3, 0.3, -0.5]]
}

***

(4)
{
  "formula": "C4H9FN2",
  "method": "wB97M-V/def2-TZVPD",
  "orbital_gap_ev": 9.493,
  "smiles": "C/N=C(/CF)NC",
  "e_above_lowest_kj_mol": 221.1,
  "total_energy_ev": -9989.4729,
  "fmax_ev_per_a": 5.92,
  "homo_ev": -8.76,
  "total_charge": 0,
  "species": ["C", "C", "C", "C", "H", "H", "H", "H", "H", "H", "H", "H", "H", "N", "N", "F"],
  "xyz": [[-0.0729, 1.8646, 0.0543], [-0.3915, -0.4545, -0.0173], [-1.8740, -0.1903, 0.0312], [1.5701, -1.7033, -0.0246], [0.7685, 2.5082, -0.4331], [-0.1634, 2.2447, 1.0905], [-0.9768, 2.0327, -0.4997], [1.4774, 0.5270, -0.2502], [-2.2660, 0.1316, 1.0920], [-2.1244, 0.6623, -0.7910], [2.1041, -1.0743, -0.8230], [1.9129, -2.7719, -0.0789], [2.0831, -1.3487, 0.9633], [0.4139, 0.6436, -0.2227], [0.1024, -1.6751, 0.0382], [-2.5633, -1.3966, -0.1290]],
  "forces_ev_per_angstrom": [[1.8, 5.6, -0.8], [2.3, -2.6, -0.2], [-1.6, 0.9, 0.7], [1.5, -0.3, 1.2], [-1.9, 0.0, 0.9], [-0.1, -0.6, -0.1], [-0.5, 0.6, 0.0], [-2.7, 0.0, 0.3], [1.1, 0.1, -2.0], [0.0, -2.5, 1.8], [-0.9, -1.1, 0.6], [-0.4, 1.1, -0.4], [-1.1, -0.3, -1.3], [2.3, -4.1, 0.2], [-0.3, 2.4, -0.1], [0.4, 1.0, -0.6]]
}

***

(5)
{
  "formula": "C22H29InN8OS",
  "method": "wB97M-V/def2-TZVPD",
  "orbital_gap_ev": [5.940, 3.794],
  "e_above_lowest_kj_mol": 110.4,
  "total_energy_ev": -53223.1606,
  "fmax_ev_per_a": 5.22,
  "homo_ev": [-18.83, -18.32],
  "total_charge": 4,
  "species": ["In", "N", "C", "C", "C", "N", "C", "C", "N", "C", "H", "H", "H", "H", "H", "H", "H", "H", "H", "H", "H", "H", "H", "H", "H", "H", "N", "C", "C", "C", "C", "C", "C", "N", "C", "C", "C", "S", "C", "N", "H", "H", "H", "H", "H", "H", "H", "N", "C", "O", "C", "C", "C", "N", "C", "C", "H", "H", "H", "H", "H", "H"],
  "xyz": [[0.0660, 0.7387, 0.9353], [0.0697, -4.1099, -3.7566], [0.4554, -2.7369, -3.2779], [1.5749, -2.8092, -2.2412], [1.1245, -3.2024, -0.8165], [1.4534, -2.1239, 0.1141], [-0.3729, -3.5264, -0.7168], [-1.3144, -2.5252, -1.4054], [-1.5824, -1.3815, -0.5274], [-0.7480, -1.9759, -2.7303], [0.8894, -4.5926, -4.1562], [-0.6512, -4.0501, -4.4905], [-0.2999, -4.6802, -2.9811], [0.8369, -2.2116, -4.1609], [2.0206, -1.8144, -2.1768], [2.3618, -3.4800, -2.5907], [1.6595, -4.1232, -0.5243], [2.4364, -1.8756, 0.0274], [1.3090, -2.4420, 1.0697], [-0.6396, -3.5749, 0.3404], [-0.5506, -4.5307, -1.1045], [-2.2514, -3.0659, -1.6140], [-2.0566, -1.7110, 0.3101], [-2.2367, -0.7616, -1.0025], [-0.4080, -0.9583, -2.5223], [-1.5303, -1.9031, -3.4874], [-1.3488, 1.2649, 5.7197], [-1.3937, -0.0980, 5.7179], [-1.6711, -1.0382, 6.6915], [-1.6395, -2.3682, 6.2945], [-1.3474, -2.7600, 4.9599], [-1.0436, -1.8420, 3.9952], [-1.0554, -0.4785, 4.3670], [-0.8166, 0.6166, 3.6393], [-1.0126, 1.6675, 4.4665], [-0.8916, 3.0116, 4.0388], [-1.1377, 4.1689, 4.7939], [-0.8757, 5.5596, 3.8942], [-0.4352, 4.5333, 2.5293], [-0.4957, 3.2716, 2.7504], [-1.5366, 1.8526, 6.5209], [-1.9088, -0.7589, 7.7064], [-1.8429, -3.1389, 7.0233], [-1.3811, -3.8108, 4.7202], [-0.8098, -2.1165, 2.9760], [-1.4490, 4.2377, 5.8196], [-0.1298, 4.9579, 1.5899], [2.7436, 4.0566, -5.9799], [1.5104, 3.9109, -5.5278], [0.5022, 3.9391, -6.1882], [1.3469, 3.6001, -4.0126], [0.1593, 2.9957, -3.6179], [0.0203, 2.6453, -2.2821], [0.9682, 2.8622, -1.3939], [2.0744, 3.4750, -1.7476], [2.3134, 3.8821, -3.0638], [2.8568, 4.2219, -6.9752], [3.5794, 4.0809, -5.4197], [-0.6385, 2.8078, -4.3192], [-0.8870, 2.1681, -1.9311], [2.8201, 3.6572, -0.9858], [3.2376, 4.3929, -3.2835]],
  "forces_ev_per_angstrom": [[0.1, 0.0, 0.0], [-0.1, -0.3, -0.2], [0.3, 0.9, 0.3], [-0.1, -0.2, 0.1], [0.0, -0.6, 0.2], [0.0, 0.5, 0.1], [0.2, 0.5, -0.1], [0.0, -0.4, -0.1], [-0.2, 0.3, 0.2], [-0.1, -0.2, 0.0], [-0.3, 0.0, 0.1], [0.2, -0.2, 0.2], [0.1, 0.1, -0.4], [-0.1, -0.3, 0.1], [0.0, 0.0, -0.2], [0.1, 0.0, 0.0], [-0.1, 0.2, -0.2], [-0.1, -0.2, 0.2], [0.2, -0.1, -0.1], [-0.1, -0.2, 0.0], [-0.1, -0.1, 0.1], [0.2, 0.1, 0.0], [-0.2, 0.0, -0.1], [-0.1, -0.1, 0.2], [0.1, 0.0, -0.2], [-0.1, 0.0, 0.0], [-0.1, 0.0, 0.2], [0.0, -0.6, 0.1], [0.0, 0.1, 0.0], [-0.1, 0.5, 0.4], [0.2, 0.2, -0.8], [-0.1, -0.4, 0.2], [-0.1, 0.4, 0.2], [0.0, -0.3, -0.3], [0.0, 0.2, 0.0], [-0.1, 1.0, 0.5], [0.1, -0.6, -0.3], [0.2, -0.6, -0.5], [-0.2, 0.6, 0.5], [0.1, -0.5, -0.4], [0.0, 0.0, -0.1], [0.0, 0.0, 0.1], [0.0, 0.0, 0.1], [0.1, -0.1, 0.0], [0.0, -0.1, 0.0], [-0.1, 0.0, 0.2], [0.0, 0.2, -0.1], [-1.2, 0.2, -1.0], [4.3, -0.2, 2.9], [-2.5, 0.2, -1.6], [-0.8, -0.1, -0.2], [-0.2, 0.0, -0.1], [-0.1, 0.0, -0.6], [-0.3, -0.3, 1.1], [0.4, 0.3, -0.8], [0.3, 0.2, -0.1], [0.2, 0.1, 0.0], [-0.1, -0.2, 0.4], [-0.1, -0.1, 0.0], [-0.1, 0.0, -0.1], [0.1, 0.0, 0.0], [0.1, 0.1, 0.0]]
}

***

(6)
{
  "formula": "C39H56As2F3O2SeZr",
  "method": "wB97M-V/def2-TZVPD",
  "orbital_gap_ev": 7.868,
  "e_above_lowest_kj_mol": 102.4,
  "total_energy_ev": -241901.2984,
  "fmax_ev_per_a": 1.52,
  "homo_ev": -10.67,
  "total_charge": 1,
  "species": ["Zr", "C", "C", "C", "C", "C", "C", "C", "Se", "C", "C", "C", "C", "C", "C", "O", "C", "C", "C", "C", "C", "C", "C", "C", "C", "O", "C", "C", "C", "C", "C", "C", "H", "H", "H", "H", "H", "H", "H", "H", "H", "H", "H", "H", "H", "H", "H", "H", "H", "H", "H", "H", "H", "H", "H", "H", "H", "H", "H", "H", "H", "H", "H", "H", "H", "H", "H", "H", "H", "H", "H", "H", "C", "As", "C", "C", "C", "C", "C", "C", "C", "As", "C", "C", "H", "H", "H", "H", "H", "H", "H", "H", "H", "H", "H", "H", "H", "H", "H", "H", "F", "C", "F", "F"],
  "xyz": [[1.6309, -0.2128, -0.4854], [-5.7793, -0.4500, -2.5814], [-5.2451, -1.5909, -1.7052], [-5.8676, -1.4642, -0.3151], [-5.6643, -2.9385, -2.3092], [-3.7203, -1.5155, -1.6512], [-3.0162, -1.3651, -0.4685], [-1.6305, -1.2830, -0.5082], [-0.5872, -1.1737, 1.0985], [-0.7547, 0.6317, 1.7501], [-1.9556, 1.0762, 2.2778], [-2.0325, 2.3541, 2.8120], [-0.8590, 3.1063, 2.8264], [0.3717, 2.6891, 2.3256], [0.4026, 1.4126, 1.7502], [1.5208, 0.9079, 1.1550], [1.5505, 3.6733, 2.4390], [1.2249, 4.9368, 1.6319], [2.8973, 3.1385, 1.9371], [1.7331, 4.0448, 3.9195], [-3.3227, 2.9425, 3.3788], [-3.6801, 4.2127, 2.5947], [-4.4884, 1.9612, 3.2678], [-3.1183, 3.2953, 4.8579], [-0.9166, -1.3836, -1.6964], [0.4427, -1.2809, -1.6503], [-1.5954, -1.5478, -2.9121], [-2.9811, -1.6071, -2.8378], [-0.8475, -1.6324, -4.2458], [0.1311, -2.8153, -4.2294], [-0.0897, -0.3196, -4.4962], [-1.8049, -1.8457, -5.4202], [-6.8687, -0.4948, -2.6267], [-5.4929, 0.5211, -2.1735], [-5.4001, -0.5126, -3.6020], [-6.9536, -1.5163, -0.3992], [-5.5483, -2.2710, 0.3473], [-5.6184, -0.5096, 0.1533], [-6.7527, -3.0064, -2.3543], [-5.2815, -3.0639, -3.3223], [-5.2954, -3.7683, -1.7038], [-3.5167, -1.3083, 0.4873], [-2.8116, 0.4171, 2.2635], [-0.9086, 4.0977, 3.2578], [1.1153, 4.6985, 0.5727], [0.3066, 5.4155, 1.9731], [2.0377, 5.6580, 1.7374], [2.8835, 2.9505, 0.8643], [3.6540, 3.8999, 2.1371], [3.1936, 2.2248, 2.4527], [0.8526, 4.5280, 4.3418], [1.9499, 3.1589, 4.5197], [2.5703, 4.7374, 4.0208], [-3.8323, 3.9876, 1.5374], [-4.6003, 4.6489, 2.9871], [-2.8961, 4.9671, 2.6693], [-4.6924, 1.6932, 2.2288], [-4.3030, 1.0466, 3.8345], [-5.3902, 2.4223, 3.6721], [-2.3218, 4.0278, 4.9920], [-4.0339, 3.7210, 5.2721], [-2.8617, 2.4066, 5.4372], [-3.5328, -1.7319, -3.7579], [0.8801, -2.7184, -3.4456], [-0.4008, -3.7567, -4.0799], [0.6450, -2.8699, -5.1916], [0.6702, -0.1365, -3.7382], [0.4079, -0.3628, -5.4676], [-0.7782, 0.5277, -4.5084], [-2.3688, -2.7748, -5.3233], [-2.5089, -1.0196, -5.5353], [-1.2202, -1.9069, -6.3390], [3.2875, -1.5430, 3.0262], [2.8749, -2.2241, 1.2661], [1.8806, -3.8307, 1.6631], [4.5671, -2.9116, 0.6440], [5.2191, -3.9362, 1.3288], [6.4230, -4.4311, 0.8528], [6.9817, -3.9090, -0.3058], [6.3469, -2.8808, -0.9847], [5.1384, -2.3765, -0.5070], [4.2378, -0.9026, -1.3473], [5.1204, 0.6310, -0.5322], [4.8236, -0.8663, -3.1747], [3.6300, -2.3516, 3.6701], [2.3908, -1.0866, 3.4428], [4.0602, -0.7811, 2.9404], [2.4891, -4.5196, 2.2453], [1.5706, -4.3052, 0.7339], [0.9960, -3.5473, 2.2308], [4.7888, -4.3523, 2.2316], [6.9240, -5.2286, 1.3848], [7.9177, -4.3022, -0.6798], [6.7956, -2.4757, -1.8829], [6.1764, 0.4798, -0.3192], [4.6040, 0.8464, 0.4073], [4.9858, 1.4911, -1.1867], [5.8940, -0.6773, -3.2280], [4.2830, -0.0632, -3.6721], [4.5805, -1.8148, -3.6494], [0.6530, 2.8098, -2.7348], [0.9498, 2.5892, -1.5146], [0.1166, 1.5095, -1.1806], [2.3677, 0.9764, -1.8696]],
  "forces_ev_per_angstrom": [[0.0, -1.4, 0.6], [0.0, 0.0, 0.0], [0.0, 0.0, 0.0], [0.0, 0.0, 0.0], [0.0, 0.0, 0.0], [0.0, 0.0, 0.0], [0.1, 0.0, 0.0], [0.0, 0.0, 0.1], [-0.1, 0.0, 0.2], [-0.1, -0.1, 0.0], [0.1, 0.0, 0.0], [0.0, 0.0, 0.0], [-0.1, 0.0, 0.0], [0.0, 0.1, 0.0], [0.3, 0.0, -0.1], [0.0, -0.1, -0.4], [0.0, -0.1, 0.0], [0.0, 0.0, 0.0], [0.0, 0.1, 0.0], [0.0, 0.0, 0.0], [0.0, 0.0, 0.0], [0.0, 0.0, 0.0], [0.0, 0.0, 0.0], [0.0, 0.0, 0.0], [0.3, 0.1, 0.0], [0.1, 0.3, 0.2], [-0.1, 0.0, 0.0], [0.0, 0.0, 0.0], [0.0, 0.0, 0.1], [0.0, 0.0, 0.0], [0.0, 0.0, 0.0], [0.0, 0.0, 0.0], [0.0, 0.0, 0.0], [0.0, 0.0, 0.0], [0.0, 0.0, 0.0], [0.0, 0.0, 0.0], [0.0, 0.0, 0.0], [0.0, 0.0, 0.0], [0.0, 0.0, 0.0], [0.0, 0.0, 0.0], [0.0, 0.0, 0.0], [0.0, 0.0, 0.0], [0.0, 0.0, 0.0], [0.0, 0.0, 0.0], [0.0, 0.0, 0.0], [0.0, 0.0, 0.0], [0.0, 0.0, 0.0], [0.0, 0.0, 0.0], [0.0, 0.0, 0.0], [0.0, 0.0, 0.0], [0.0, 0.0, 0.0], [0.0, 0.0, 0.0], [0.0, 0.0, 0.0], [0.0, 0.0, 0.0], [0.0, 0.0, 0.0], [0.0, 0.0, 0.0], [0.0, 0.0, 0.0], [0.0, 0.0, 0.0], [0.0, 0.0, 0.0], [0.0, 0.0, 0.0], [0.0, 0.0, 0.0], [0.0, 0.0, 0.0], [0.0, 0.0, 0.0], [0.0, 0.0, 0.0], [0.0, 0.0, 0.0], [0.0, 0.0, 0.0], [0.0, 0.0, 0.0], [0.0, 0.0, 0.0], [0.0, 0.0, 0.0], [0.0, 0.0, 0.0], [0.0, 0.0, 0.0], [0.0, 0.0, 0.0], [0.0, 0.0, 0.1], [-0.4, 0.3, -0.1], [-0.1, -0.1, 0.0], [0.1, -0.2, 0.1], [0.0, 0.1, -0.1], [0.0, 0.0, 0.1], [0.0, 0.0, -0.1], [-0.1, 0.0, 0.1], [0.2, -0.1, -0.1], [0.0, 0.1, 0.3], [-0.1, 0.2, 0.1], [0.0, 0.0, -0.1], [0.0, 0.0, 0.0], [0.0, 0.0, 0.0], [0.0, 0.0, 0.0], [0.0, 0.0, 0.0], [0.0, 0.0, 0.0], [0.0, -0.1, 0.0], [0.0, 0.0, 0.0], [0.0, 0.0, 0.0], [0.0, 0.0, 0.0], [0.0, 0.0, 0.0], [0.0, -0.2, -0.1], [0.1, 0.1, 0.0], [0.0, 0.0, 0.0], [0.0, 0.0, 0.0], [0.0, 0.0, 0.0], [0.0, 0.0, 0.0], [0.0, -0.1, 0.2], [-0.5, 0.2, 0.0], [-0.2, 0.4, -0.2], [0.4, 0.6, -0.6]]
}